Formula: C6H8S3
Source: the OMol25 dataset
Level of theory: ωB97M-V with the def2-TZVPD basis set

The HOMO energy (spin up / spin down) is -7.5 / -7.8 eV. The max |F| is 6.4 eV/A. As for the SMILES: SC1=CC=CC(S)(S)C1. Its total energy is -38853.156 eV. The calculation puts the relative energy (zero: lowest compared OMol25 entry of this formula, charge and spin) at 92.4 kcal/mol. Its charge is 0.

Cartesian coordinates (Å):
S (2.390, -1.883, 0.700)
C (0.945, -0.976, 0.280)
C (0.647, -1.076, -1.478)
C (-0.292, -0.180, -1.945)
C (-0.884, 0.810, -1.187)
C (-0.904, 0.795, 0.278)
S (-2.096, -0.382, 1.147)
S (-1.343, 2.453, 0.761)
C (0.403, 0.305, 0.906)
H (2.619, -1.404, 2.019)
H (1.227, -1.850, -1.995)
H (-0.494, -0.118, -3.002)
H (-1.517, 1.496, -1.775)
H (-1.501, -1.457, 0.765)
H (-0.688, 2.337, 1.811)
H (0.223, 0.110, 1.963)
H (1.264, 1.020, 0.750)

Forces on atoms 1 to 6 (eV/Å):
S -0.466 1.118 1.589
C -0.708 -0.066 -6.007
C 1.179 -0.451 6.231
C 0.309 0.839 -0.031
C -0.834 -1.093 -1.519
C 0.292 -0.854 0.623

Here are the natural (NBO) charges for atoms 1 to 4, given in e: S 0.080; C -0.149; C -0.172; C -0.273

***

Formula: C6H8Si
Source: the OMol25 dataset
Level of theory: ωB97M-V with the def2-TZVPD basis set

The HOMO energy is -8.4 eV. The max |F| is 3.5 eV/A. As for the SMILES: C[Si]1(C2C=C2)C=C1. Its total energy is -14223.881 eV. The calculation puts the relative energy (zero: lowest compared OMol25 entry of this formula, charge and spin) at 86.9 kcal/mol. Its charge is 0.

Cartesian coordinates (Å):
C (-1.590, -0.817, 1.112)
Si (-0.392, 0.171, 0.000)
C (1.504, 0.094, -0.010)
C (2.468, -0.963, 0.471)
C (2.560, -0.720, -0.836)
C (-1.534, 0.856, -1.377)
C (-1.299, 1.779, -0.445)
H (-1.558, -1.936, 0.898)
H (-1.647, -0.593, 2.189)
H (-2.532, -0.517, 0.817)
H (1.920, 1.111, 0.073)
H (2.741, -1.237, 1.474)
H (3.057, -0.835, -1.797)
H (-2.115, 0.743, -2.310)
H (-1.583, 2.865, -0.259)

Forces on atoms 1 to 6 (eV/Å):
C 2.073 -1.855 0.622
Si -2.229 1.291 -0.946
C 0.679 0.677 -1.159
C -0.112 1.045 -2.399
C -0.908 -0.834 3.245
C 0.873 -0.441 0.353

Here are the natural (NBO) charges for atoms 1 to 4, given in e: C -1.081; Si 1.399; C -0.706; C -0.182

***

Formula: C6H9AlNO2
Source: the OMol25 dataset
Level of theory: ωB97M-V with the def2-TZVPD basis set

The HOMO energy is -5.4 eV. The max |F| is 0.5 eV/A. Its total energy is -18548.205 eV. Its charge is -1.

Cartesian coordinates (Å):
O (-3.033, 1.330, -3.348)
O (-2.073, 0.290, -2.988)
C (-1.502, 0.576, -1.737)
Al (-0.261, -0.968, -1.204)
C (0.654, -0.509, 0.545)
C (2.037, -0.619, 0.742)
C (2.631, -0.331, 1.962)
N (1.953, 0.102, 3.028)
C (0.640, 0.223, 2.860)
C (-0.038, -0.059, 1.680)
H (-2.776, 2.057, -2.765)
H (-2.307, 0.637, -0.992)
H (-0.948, 1.524, -1.779)
H (-1.177, -2.298, -1.061)
H (0.874, -1.211, -2.328)
H (2.667, -0.939, -0.080)
H (3.700, -0.429, 2.086)
H (0.076, 0.567, 3.720)
H (-1.113, 0.058, 1.659)

Forces on atoms 1 to 6 (eV/Å):
O -0.293 0.044 -0.115
O 0.253 -0.022 -0.038
C -0.056 -0.311 0.082
Al -0.051 -0.298 -0.357
C -0.149 0.235 0.220
C -0.011 -0.061 -0.092

Here are the natural (NBO) charges for atoms 1 to 4, given in e: O -0.503; O -0.292; C -0.588; Al 1.103

***

Formula: C6H9AuBF4NO5
Source: the OMol25 dataset
Level of theory: ωB97M-V with the def2-TZVPD basis set

The HOMO energy (spin up / spin down) is -9.7 / -8.7 eV. The max |F| is 4.4 eV/A. Its total energy is -33336.281 eV. Its charge is 0.

Cartesian coordinates (Å):
Au (-0.619, -0.645, 0.266)
O (1.262, 0.581, 1.286)
C (1.510, 1.886, 0.759)
C (0.545, 2.270, -0.339)
N (0.496, 1.333, -1.481)
C (-0.437, 1.554, -2.421)
C (-2.225, 0.741, -2.216)
O (-2.798, 1.117, -3.181)
O (-2.314, 0.115, -1.184)
C (1.575, 0.385, -1.765)
C (1.057, -1.013, -2.148)
O (1.458, -1.533, -3.158)
O (0.223, -1.586, -1.316)
H (0.927, 0.676, 2.202)
H (2.543, 1.919, 0.409)
H (1.403, 2.634, 1.545)
H (0.827, 3.254, -0.727)
H (-0.464, 2.346, 0.068)
H (-0.227, 1.117, -3.392)
H (-0.853, 2.557, -2.430)
H (2.213, 0.282, -0.892)
H (2.161, 0.741, -2.612)
F (-1.636, -0.145, 2.082)
B (-1.468, 1.113, 2.883)
F (-1.480, 2.153, 1.961)
F (-0.187, 1.007, 3.470)
F (-2.466, 1.154, 3.795)

Forces on atoms 1 to 6 (eV/Å):
Au 0.271 -0.600 1.148
O 0.217 0.446 -0.114
C 0.020 -0.193 0.295
C -0.072 -0.070 0.144
N -0.703 0.446 -1.326
C 2.989 0.859 0.463

Here are the natural (NBO) charges for atoms 1 to 4, given in e: Au 0.997; O -0.759; C -0.093; C -0.281